C4H7NO | ωB97M-V with the def2-TZVPD basis set

The energy above the lowest of the compared OMol25 structures with the same formula, charge and spin comes out at 248.1 kJ/mol. As for the lowest unoccupied orbital energy: 1.0589 eV. As for the SMILES: O=CCN1CC1. Its molar mass is 85.11 g mol⁻¹. For the max |F|, the calculation gives 0.49 eV/A. The HOMO energy is -9.315 eV. For the gap between HOMO and LUMO, the calculation gives 10.4 eV.

```
! RIJCOSX wB97M-V def2-TZVPD def2/J DEFGRID3
* xyz 0 1
O 0.1576 0.1876 3.1306
C 0.0559 0.4894 1.9684
C 0.6853 -0.2827 0.8192
N -0.3510 -0.4137 -0.1778
C -0.6576 0.5847 -1.1688
C -0.1969 -0.7796 -1.5596
H -0.5406 1.3753 1.6602
H 0.9543 -1.2748 1.1950
H 1.6165 0.2328 0.5063
H 0.0430 1.4012 -1.3589
H -1.7083 0.8617 -1.2245
H -0.9089 -1.5263 -1.9046
H 0.7879 -0.8531 -2.0236
*
```